Entry 1:
{"formula": "C30H49N10O2SSiY", "method": "ωB97M-V/def2-TZVPD", "charge": 2, "elements": ["Y", "C", "C", "C", "C", "C", "C", "N", "C", "C", "C", "C", "C", "N", "C", "C", "C", "C", "C", "C", "N", "H", "H", "H", "H", "H", "H", "H", "H", "H", "H", "H", "H", "H", "H", "H", "N", "N", "C", "N", "N", "N", "O", "O", "H", "H", "H", "H", "H", "C", "Si", "C", "C", "H", "H", "H", "H", "H", "H", "H", "H", "H", "C", "C", "C", "C", "N", "C", "S", "N", "C", "C", "C", "C", "H", "H", "H", "H", "H", "H", "H", "H", "H", "H", "H", "H", "H", "H", "H", "H", "H", "H", "H", "H"], "coordinates": [[-11.229, 15.806, 7.800], [-11.853, 19.053, 8.009], [-10.612, 18.850, 8.806], [-9.752, 19.906, 9.148], [-8.539, 19.613, 9.749], [-8.224, 18.301, 10.038], [-9.162, 17.326, 9.801], [-10.305, 17.574, 9.109], [-8.955, 15.924, 10.230], [-8.011, 15.573, 11.219], [-7.863, 14.230, 11.518], [-8.652, 13.287, 10.858], [-9.573, 13.709, 9.920], [-9.706, 14.999, 9.587], [-10.493, 12.768, 9.206], [-10.468, 11.405, 9.434], [-11.360, 10.591, 8.744], [-12.249, 11.157, 7.848], [-12.196, 12.542, 7.637], [-13.144, 13.159, 6.647], [-11.319, 13.335, 8.274], [-12.314, 20.022, 8.224], [-12.644, 18.344, 8.268], [-11.657, 19.084, 6.937], [-10.045, 20.915, 8.910], [-7.878, 20.434, 9.986], [-7.307, 18.050, 10.531], [-7.446, 16.269, 11.810], [-7.151, 13.896, 12.291], [-8.544, 12.224, 11.062], [-9.855, 10.973, 10.212], [-11.441, 9.511, 8.940], [-12.951, 10.539, 7.302], [-14.019, 12.553, 6.524], [-12.628, 13.178, 5.700], [-13.489, 14.142, 6.959], [-12.687, 16.330, 5.824], [-12.033, 17.105, 4.898], [-10.684, 16.971, 4.752], [-10.151, 17.607, 3.725], [-10.061, 16.344, 5.748], [-8.668, 16.083, 5.692], [-8.058, 16.423, 4.700], [-8.224, 15.499, 6.674], [-13.099, 15.501, 5.366], [-13.424, 16.853, 6.281], [-12.556, 17.212, 4.030], [-10.718, 18.107, 3.030], [-9.137, 17.544, 3.579], [-14.503, 17.459, 10.080], [-14.009, 15.972, 8.979], [-15.464, 16.073, 7.713], [-14.405, 14.447, 10.082], [-15.137, 17.098, 10.907], [-15.049, 18.182, 9.478], [-13.689, 18.008, 10.561], [-16.235, 15.366, 8.044], [-15.241, 15.829, 6.669], [-15.973, 17.040, 7.685], [-15.486, 14.396, 10.272], [-13.904, 14.646, 11.062], [-14.030, 13.479, 9.720], [-11.899, 16.902, 0.553], [-12.821, 16.124, -0.380], [-13.861, 15.278, 0.337], [-14.440, 15.974, 1.585], [-13.535, 15.811, 2.718], [-13.294, 14.510, 3.145], [-11.701, 14.068, 3.499], [-14.274, 13.644, 3.422], [-15.616, 14.027, 3.870], [-16.799, 13.656, 2.941], [-17.558, 12.389, 3.346], [-16.842, 11.074, 3.029], [-11.093, 17.426, -0.006], [-11.422, 16.257, 1.275], [-12.421, 17.709, 1.086], [-12.216, 15.571, -1.092], [-13.343, 16.879, -0.983], [-13.510, 14.293, 0.676], [-14.703, 15.102, -0.335], [-15.411, 15.573, 1.879], [-14.527, 17.039, 1.439], [-12.631, 16.184, 2.481], [-13.941, 12.749, 3.678], [-15.551, 15.091, 4.025], [-15.765, 13.533, 4.815], [-16.444, 13.515, 1.922], [-17.505, 14.486, 3.002], [-18.528, 12.388, 2.831], [-17.788, 12.390, 4.447], [-16.577, 10.980, 1.977], [-17.437, 10.194, 3.217], [-15.918, 10.949, 3.600]], "mulliken_charge": [1.172, -1.105, 1.065, -0.986, -0.642, -0.993, 0.859, 0.012, 0.638, -1.135, -0.759, -1.154, 0.390, 0.701, 0.948, -1.017, -0.781, -0.980, 0.378, 0.453, 0.519, 0.556, -0.185, 0.247, 0.529, 0.475, 0.438, 0.440, 0.438, 0.377, 0.363, 0.429, 0.538, 0.732, -0.005, -1.412, 0.495, -0.296, 0.344, -0.262, -0.212, 0.927, -0.708, -0.633, -0.353, 0.221, 0.248, 0.168, 0.242, -1.495, 1.166, -1.053, -1.330, 0.375, 0.401, 0.362, 0.365, -0.149, 0.446, 0.423, 0.285, 0.305, -0.987, -0.658, -0.542, -0.960, 0.223, -0.627, -0.290, 0.392, -0.823, -0.839, -0.656, -1.117, 0.396, 0.349, 0.272, 0.394, 0.336, 0.323, 0.446, 0.371, 0.590, -0.241, 0.476, 0.439, 0.558, 0.304, 0.459, 0.382, 0.298, 0.300, 0.404, 0.200]}

***

Entry 2:
{"formula": "C30H50", "method": "ωB97M-V/def2-TZVPD", "charge": 0, "smiles": "CC(C)=CCC/C(C)=C/CC/C(C)=C/CC/C=C(\\C)CC/C=C(\\C)CCC=C(C)C", "elements": ["C", "C", "C", "C", "H", "H", "C", "C", "C", "C", "H", "H", "C", "C", "C", "C", "H", "H", "C", "C", "C", "C", "H", "H", "C", "C", "C", "C", "H", "H", "C", "C", "C", "C", "H", "H", "H", "C", "H", "H", "H", "H", "H", "H", "C", "H", "H", "H", "H", "H", "H", "C", "H", "H", "H", "H", "H", "H", "H", "C", "H", "H", "H", "H", "H", "H", "C", "H", "H", "H", "H", "H", "H", "C", "H", "H", "H", "H", "H", "H"], "coordinates": [[-5.257, 2.625, -0.490], [-5.620, 1.350, -1.202], [-4.943, 0.878, -2.241], [-3.718, 1.483, -2.849], [-3.810, 1.465, -3.938], [-3.604, 2.521, -2.536], [-2.457, 0.688, -2.454], [-2.182, 0.808, -0.979], [-2.698, -0.065, -0.121], [-2.542, -0.064, 1.370], [-3.369, -0.622, 1.812], [-2.580, 0.954, 1.766], [-1.210, -0.711, 1.797], [-1.067, -2.084, 1.203], [-0.222, -2.306, 0.205], [-0.041, -3.600, -0.526], [-0.987, -4.145, -0.570], [0.677, -4.231, 0.009], [0.474, -3.359, -1.954], [1.855, -2.784, -1.930], [2.237, -1.548, -2.230], [3.682, -1.147, -2.062], [3.897, -0.263, -2.665], [4.336, -1.956, -2.393], [4.006, -0.838, -0.586], [3.186, 0.293, -0.049], [3.541, 1.567, 0.067], [2.601, 2.569, 0.683], [2.793, 3.562, 0.272], [1.565, 2.302, 0.464], [2.772, 2.617, 2.216], [2.278, 1.350, 2.840], [2.990, 0.298, 3.223], [2.324, -0.928, 3.779], [1.257, -0.773, 3.913], [2.464, -1.767, 3.097], [2.764, -1.201, 4.737], [4.485, 0.195, 3.162], [4.935, 1.034, 2.643], [4.769, -0.719, 2.643], [4.896, 0.145, 4.171], [1.199, 1.296, 2.929], [2.189, 3.456, 2.604], [3.819, 2.798, 2.459], [4.869, 2.132, -0.344], [5.241, 2.816, 0.419], [5.612, 1.359, -0.511], [4.758, 2.701, -1.269], [2.192, 0.009, 0.271], [3.794, -1.732, 0.004], [5.073, -0.622, -0.502], [1.334, -0.457, -2.722], [1.587, 0.479, -2.226], [0.285, -0.676, -2.542], [1.479, -0.314, -3.795], [2.610, -3.479, -1.581], [-0.221, -2.704, -2.478], [0.498, -4.316, -2.485], [0.409, -1.500, -0.140], [-1.969, -3.151, 1.759], [-2.776, -3.374, 1.060], [-1.416, -4.072, 1.933], [-2.412, -2.832, 2.699], [-1.178, -0.766, 2.889], [-0.386, -0.083, 1.458], [-3.276, -0.888, -0.519], [-1.329, 1.978, -0.594], [-0.293, 1.779, -0.872], [-1.364, 2.179, 0.473], [-1.645, 2.873, -1.130], [-2.609, -0.359, -2.723], [-1.607, 1.071, -3.022], [-5.261, -0.051, -2.697], [-6.819, 0.635, -0.655], [-6.646, 0.362, 0.386], [-7.695, 1.283, -0.687], [-7.033, -0.269, -1.220], [-4.246, 2.564, -0.092], [-5.941, 2.810, 0.333], [-5.303, 3.476, -1.170]], "nbo_charge": [-0.662, 0.039, -0.206, -0.426, 0.212, 0.201, -0.422, 0.018, -0.185, -0.429, 0.205, 0.206, -0.416, 0.028, -0.195, -0.431, 0.208, 0.206, -0.426, -0.199, 0.026, -0.420, 0.203, 0.211, -0.426, -0.195, 0.019, -0.421, 0.205, 0.208, -0.424, -0.209, 0.045, -0.634, 0.212, 0.213, 0.208, -0.649, 0.213, 0.215, 0.215, 0.191, 0.212, 0.200, -0.651, 0.210, 0.213, 0.218, 0.202, 0.209, 0.203, -0.652, 0.220, 0.215, 0.218, 0.188, 0.204, 0.212, 0.200, -0.662, 0.218, 0.221, 0.212, 0.202, 0.208, 0.198, -0.649, 0.217, 0.211, 0.211, 0.207, 0.207, 0.190, -0.630, 0.209, 0.210, 0.211, 0.224, 0.212, 0.220]}

***

Computed energy, in the same sequence as the records: -2596.171343 -1173.026829 a.u..